ORCA calculation (ωB97M-V with the def2-TZVPD basis set) on a structure of composition C46H27I4IrN4OS2.

* multiplicity: 6
* ⟨S²⟩: 8.874
* total charge: +1
* calculated total energy: -4154.47200 Ha
* LUMO level (spin up / spin down): -3.95 / -5.55 eV

Geometry as XYZ:
```
85
C46H27I4IrN4OS2 ωB97M-V with the def2-TZVPD basis set
Ir -0.1519 -0.0840 -0.1965
I 7.1075 5.9816 2.5756
C 5.5415 4.7398 2.0127
C 4.2419 5.0619 2.3798
C 3.1992 4.2287 2.0054
C 3.4374 3.0778 1.2527
C 4.7508 2.7828 0.8790
C 5.8019 3.6013 1.2631
C 2.3300 2.1932 0.8276
C 2.2144 1.9012 -0.5290
C 2.8945 2.5440 -1.6305
C 2.3556 2.0773 -2.7833
C 1.3309 1.1445 -2.4104
C 0.4320 0.3697 -3.1144
C 0.1814 0.4382 -4.5509
C 0.2497 1.6678 -5.2209
C -0.0533 1.7602 -6.5709
C -0.4177 0.6164 -7.2672
I -0.9035 0.7507 -9.2807
C -0.4815 -0.6145 -6.6262
C -0.1970 -0.6992 -5.2743
C -0.3025 -0.5059 -2.2032
N -1.1322 -1.4325 -2.4007
C -1.2682 -2.5244 -1.5706
C -2.6411 -2.6547 -1.0278
C -3.6648 -3.4722 -1.6656
C -3.2923 -4.6807 -2.2614
C -4.2240 -5.4744 -2.9060
C -5.5427 -5.0431 -2.9973
I -6.9402 -6.2124 -3.9909
C -5.9288 -3.8272 -2.4501
C -4.9938 -3.0509 -1.7810
C -2.8492 -1.8183 0.0739
C -3.9885 -1.8837 0.9663
C -3.7258 -1.0908 2.0172
C -2.4240 -0.5013 1.7942
N -1.9071 -0.9532 0.5938
C -1.7973 0.3095 2.7237
C -0.5067 0.9312 2.6166
C 0.1600 1.5925 3.6622
C 1.3445 2.0737 3.1505
C 1.3761 1.7460 1.7830
N 0.2478 1.0063 1.4797
C -2.5510 0.6105 3.9841
C -3.4068 1.7086 4.0319
C -4.0827 2.0243 5.2054
C -3.8950 1.2354 6.3322
I -4.8855 1.7139 8.0988
C -3.0511 0.1370 6.2950
C -2.3795 -0.1721 5.1176
C -0.1227 -2.9140 -0.7704
C 0.6530 -1.9305 -0.2977
N 1.2991 1.0338 -1.0404
H 4.0395 5.9591 2.9512
H 2.1833 4.5023 2.2663
H 4.9563 1.8829 0.3075
H 6.8170 3.3502 0.9822
H 3.6640 3.2948 -1.5284
H 2.6256 2.3486 -3.7932
H 0.4949 2.5690 -4.6694
H -0.0211 2.7207 -7.0696
H -0.7512 -1.5052 -7.1804
H -0.2513 -1.6609 -4.7791
H -2.2594 -5.0091 -2.1992
H -3.9261 -6.4186 -3.3433
H -6.9474 -3.4762 -2.5592
H -5.2878 -2.0837 -1.3914
H -4.8476 -2.5209 0.8222
H -4.3383 -0.9303 2.8916
H -0.2018 1.6815 4.6767
H 2.1190 2.6011 3.6857
H -3.5475 2.3201 3.1457
H -4.7440 2.8807 5.2389
H -2.9126 -0.4770 7.1742
H -1.7202 -1.0346 5.0835
H 0.0501 -3.9626 -0.5351
H 1.5578 -2.0866 0.2795
C 6.8315 -1.6261 0.9202
O 5.8387 -2.5434 1.4465
C 4.5916 -2.1636 1.4731
S 3.3744 -3.1540 2.0390
S 3.9390 -0.7172 0.9610
H 7.7882 -2.0697 1.1631
H 6.7311 -0.6545 1.3912
H 6.7138 -1.5370 -0.1549
```


ORCA calculation (ωB97M-V with the def2-TZVPD basis set) on a structure of composition C4H13N5O in a non-equilibrium geometry.

* multiplicity: 3
* ⟨S²⟩: 2.009
* total charge: +2
* calculated total energy: -508.38265 Ha
* LUMO level (spin up / spin down): -6.42 / -10.95 eV

Geometry as XYZ:
```
23
C4H13N5O ωB97M-V with the def2-TZVPD basis set
C 1.4494 -0.6660 1.5774
C -0.0067 -0.5570 -1.4186
C -1.5607 -0.2769 -1.6277
C -0.6016 1.5386 -0.5140
N 0.3804 0.5099 -0.5390
N 2.5454 -0.6859 0.8310
N 0.2983 -0.3199 1.0505
N -1.5705 1.1473 -1.6021
N -0.8833 -0.1338 1.6602
O 1.4275 -0.7860 2.8591
H 0.2420 -1.5867 -1.1745
H 0.5779 -0.3922 -2.2739
H -1.8129 -0.7272 -2.5776
H -2.0368 -0.8200 -0.8411
H -1.2041 1.5506 0.3680
H -0.1848 2.5371 -0.7214
H 2.6688 -0.7332 -0.1999
H 3.4004 -0.8824 1.3696
H -0.9955 1.3660 -2.4222
H -2.3968 1.6939 -1.5548
H -0.8076 0.5258 2.4324
H -1.1275 -1.0443 2.1619
H 2.1984 -1.2578 3.1566
```


ORCA calculation (ωB97M-V with the def2-TZVPD basis set) on a cluster of 5 separate species, C50H66BBrN2O21P in total in a non-equilibrium geometry.

* total charge: -1
* calculated total energy: -6574.46917 Ha
* LUMO level: -0.62 eV

Geometry as XYZ:
```
142
C50H66BBrN2O21P ωB97M-V with the def2-TZVPD basis set
C 1.3764 -0.6767 7.2017
C 2.7675 -0.8636 6.3998
C 3.4236 -2.2827 6.7617
C 4.6059 -2.7325 5.7666
C 4.0513 -3.1305 4.2864
C 3.8899 -4.7155 4.1148
C 2.8064 -5.1511 3.0060
C 1.3790 -4.4484 3.2217
C 0.1210 -5.3672 2.7847
C -1.1972 -4.7470 3.5183
C -1.1602 -3.1489 3.6518
C -2.5876 -2.4695 3.9570
C -2.2827 -1.1029 4.7771
C -1.5680 -0.0175 3.8058
C -1.4832 1.4555 4.4392
C -1.5992 2.5058 3.2061
C -0.3313 3.4865 3.0897
C 1.0578 2.7318 2.8261
C 1.5230 2.7375 1.2789
N 2.4481 1.5851 1.0788
C 3.0182 1.5107 -0.2809
C 2.3699 0.4020 -1.2645
O 3.9773 2.1829 -0.7291
C 3.4932 1.4819 2.1201
C 4.7373 2.4616 2.3105
O 3.4068 0.4892 2.9077
O 0.2796 2.3778 0.6046
B -0.1074 3.2051 -0.5507
C -1.6908 3.3324 -0.9729
C -2.2488 4.8481 -0.9606
O -1.6809 5.8075 -1.5218
Br -3.9804 5.1547 -0.0081
O 0.7179 4.4134 -0.3883
C 1.8044 4.1629 0.5619
P 1.7517 5.7675 1.5832
N 2.5557 5.6021 2.9940
H 0.5483 -1.3276 6.7290
H 1.0224 0.4097 7.1896
H 1.4962 -1.0073 8.3025
H 2.5074 -0.7955 5.2819
H 3.4683 0.0102 6.6209
H 3.9052 -2.1574 7.8036
H 2.6028 -3.0829 6.8385
H 5.0525 -3.7095 6.1878
H 5.3907 -1.9145 5.6162
H 3.0697 -2.5459 4.1585
H 4.7511 -2.7352 3.4577
H 3.6152 -5.2439 5.0896
H 4.9178 -5.1194 3.7713
H 3.2146 -4.9818 1.9409
H 2.6206 -6.2902 3.0845
H 1.3330 -3.5151 2.5630
H 1.2654 -4.2297 4.3357
H -0.0853 -5.2752 1.6559
H 0.2804 -6.4715 3.0299
H -1.1764 -5.1617 4.5974
H -2.1728 -5.1502 3.0485
H -0.4942 -2.9138 4.5602
H -0.7316 -2.6535 2.7019
H -3.2817 -3.1225 4.5994
H -3.1028 -2.1809 2.9778
H -1.5259 -1.3036 5.6278
H -3.2253 -0.6714 5.2677
H -0.5226 -0.3694 3.4709
H -2.2050 -0.0090 2.8427
H -2.3106 1.6464 5.2233
H -0.4869 1.6738 4.9628
H -1.6744 1.9696 2.1861
H -2.5324 3.1512 3.4190
H -0.2142 4.0744 4.0776
H -0.5954 4.2683 2.2883
H 1.8419 3.1566 3.5372
H 0.9199 1.6199 3.0967
H 1.5273 -0.1341 -0.6900
H 3.2115 -0.3328 -1.5460
H 1.9586 0.8928 -2.2054
H 5.6554 1.9424 1.8379
H 4.9650 2.5625 3.4205
H 4.5289 3.4415 1.7714
H 0.4268 2.6388 -1.4768
H -2.3971 2.6771 -0.3538
H -1.7853 2.9942 -2.0744
H 2.7336 4.3204 -0.0840
H 0.3774 6.1455 1.8431
H 2.3185 6.8045 0.7506
H 1.8352 5.7964 3.7168
C -1.3634 -6.5840 -2.0053
C -2.3065 -6.9004 -2.8946
C -3.3123 -5.8987 -3.3505
O -4.1484 -6.2186 -4.1792
C -3.2555 -4.5539 -2.7714
C -2.3140 -4.2374 -1.8786
C -1.2913 -5.2311 -1.4433
O -0.4358 -4.9026 -0.6407
O -2.2507 -2.9947 -1.3311
O -2.3883 -8.1527 -3.4240
H -0.6265 -7.3007 -1.6679
H -4.0024 -3.8422 -3.0978
H -1.4874 -3.0172 -0.7206
H -3.1476 -8.1254 -4.0381
C -6.0732 -1.9967 -6.3308
C -5.9589 -1.6646 -7.6184
C -5.8310 -2.7028 -8.6802
O -5.7470 -2.3642 -9.8495
C -5.8062 -4.1093 -8.2672
C -5.9170 -4.4430 -6.9795
C -6.0725 -3.4050 -5.9198
O -6.1897 -3.7449 -4.7553
O -5.8925 -5.7435 -6.5832
O -5.9553 -0.3618 -8.0156
H -6.1689 -1.2529 -5.5508
H -5.6948 -4.8513 -9.0463
H -5.9896 -5.7213 -5.6098
H -5.8631 -0.3872 -8.9882
C 2.7804 12.1777 2.8228
C 3.5486 12.4677 1.7712
C 3.8982 11.4343 0.7547
O 4.5876 11.7418 -0.2035
C 3.3945 10.0730 0.9571
C 2.6282 9.7810 2.0116
C 2.2563 10.8210 3.0130
O 1.5403 10.5240 3.9533
O 2.1563 8.5227 2.2135
O 4.0450 13.7219 1.5819
H 2.5179 12.9190 3.5659
H 3.6699 9.3287 0.2221
H 1.6315 8.5703 3.0366
H 4.5641 13.6727 0.7555
C -1.3348 -4.1643 -9.7233
C -0.5874 -4.0086 -10.8180
C -0.3477 -2.6615 -11.4106
O 0.3560 -2.5557 -12.4003
C -0.9826 -1.5057 -10.7697
C -1.7329 -1.6616 -9.6767
C -1.9498 -3.0055 -9.0689
O -2.6264 -3.1080 -8.0601
O -2.3304 -0.5986 -9.0728
O -0.0118 -5.0745 -11.4385
H -1.5146 -5.1357 -9.2823
H -0.8154 -0.5363 -11.2195
H -2.8118 -0.9703 -8.3078
H 0.4744 -4.7003 -12.1991
```


ORCA calculation (ωB97M-V with the def2-TZVPD basis set) on a cluster of 2 separate species, C5H11O2 in total in a non-equilibrium geometry.

* total charge: -1
* calculated total energy: -347.61421 Ha
* LUMO level: 3.74 eV

Geometry as XYZ:
```
18
C5H11O2 ωB97M-V with the def2-TZVPD basis set
C -0.1853 1.0167 -0.2169
C 0.3500 2.4819 -0.0427
C -1.4306 0.8266 0.6053
H -0.3149 1.0395 -1.2864
H 0.4872 0.3115 0.2645
H 1.3918 2.4984 0.2897
H -0.0670 3.0471 0.8163
H -2.3343 1.3011 0.1932
H -1.7605 -0.2154 0.6696
H 0.0708 3.1504 -0.8581
H -1.3087 1.1933 1.6230
C 1.3247 -2.2579 -0.6654
C 0.0365 -2.5697 0.1876
O -1.0551 -2.8984 -0.3113
O 0.2244 -2.2824 1.4045
H 0.9717 -1.3933 -1.2286
H 1.4437 -2.9983 -1.4668
H 2.1556 -2.2513 0.0224
```